Formula: C35H25I2N3O2PSSn
Source: the OMol25 dataset
Level of theory: ωB97M-V/def2-TZVPD

```
70
Properties=species:S:1:pos:R:3:forces:R:3:mulliken_charge:R:1
Sn -1.42822 -0.30669 -1.58295 -0.1 0.0 0.0 0.957
O 0.37051 0.93807 1.10182 0.1 0.1 0.1 -0.094
N -0.35186 -0.24729 1.31850 0.0 0.1 -0.1 -0.395
C 0.23597 -1.01677 2.14280 0.0 -0.1 0.1 -0.805
C 1.41625 -0.82778 3.01743 0.0 0.0 0.1 0.558
C 1.25375 -1.39847 4.28223 0.0 0.0 -0.1 -0.840
C 2.23228 -1.29884 5.25735 0.0 0.0 0.0 -0.714
C 3.42785 -0.66119 4.96940 0.0 0.0 0.1 -0.817
C 3.63436 -0.13714 3.70435 0.0 0.0 -0.1 -0.094
C 2.63653 -0.19249 2.72760 0.0 0.0 0.0 0.643
P 3.12886 0.48223 1.13028 0.0 0.0 0.0 0.784
C 3.15171 2.25495 1.09590 0.0 -0.1 0.1 0.774
C 3.53469 2.90660 -0.08296 0.0 0.0 -0.1 -0.638
C 3.57532 4.28892 -0.11829 0.0 0.0 0.0 -0.724
C 3.22241 5.02284 1.00897 0.0 0.0 0.0 -0.480
C 2.81557 4.37715 2.17257 0.0 0.0 0.0 -0.783
C 2.76835 2.99517 2.21934 0.0 0.0 0.0 -0.347
C 4.67474 -0.24055 0.67370 0.0 0.0 0.0 0.654
C 5.80914 0.52957 0.37163 0.0 0.0 0.0 -0.249
C 6.99468 -0.10586 0.05305 0.0 0.0 0.0 -0.707
C 7.05573 -1.49530 0.01664 0.0 0.0 0.0 -0.451
C 5.93039 -2.26372 0.30703 0.0 0.0 0.0 -0.687
C 4.74135 -1.64434 0.63044 0.0 0.0 0.0 -0.481
H -0.29166 1.63988 1.05686 0.0 0.0 -0.1 0.252
H -0.30158 -1.94801 2.30202 0.0 0.0 0.0 0.488
H 0.33528 -1.92707 4.50782 0.0 0.0 0.0 0.441
H 2.06623 -1.73689 6.23231 0.0 0.0 0.0 0.446
H 4.20888 -0.59060 5.71452 0.0 0.0 0.0 0.459
H 4.58820 0.32015 3.47033 0.0 0.0 0.0 0.482
H 3.80380 2.33592 -0.96437 0.0 0.0 0.0 0.548
H 3.88583 4.79489 -1.02252 0.0 0.0 0.0 0.444
H 3.26676 6.10379 0.98150 0.0 0.0 0.0 0.438
H 2.54915 4.95376 3.04841 0.0 0.0 0.0 0.450
H 2.46383 2.49264 3.12906 0.0 0.0 0.0 0.408
H 5.77359 1.60911 0.42225 0.0 0.0 0.0 0.436
H 7.87822 0.48164 -0.15760 0.0 0.0 0.0 0.437
H 7.98833 -1.98410 -0.23369 0.0 0.0 0.0 0.416
H 5.98849 -3.34318 0.27982 0.0 0.0 0.0 0.428
H 3.86603 -2.24057 0.86160 0.0 0.0 0.0 0.372
I -3.81984 4.24938 -0.19213 0.0 0.0 0.0 0.238
C -4.46776 2.32363 0.11957 0.0 -0.1 0.0 -0.568
C -5.67580 2.06582 0.74009 -0.1 0.1 0.0 -0.234
C -6.15093 0.76982 0.94630 0.0 -0.1 0.0 -0.127
I -7.94742 0.53501 1.88131 0.0 0.0 0.0 0.357
C -5.37489 -0.36623 0.49699 -0.1 0.0 0.0 0.735
C -5.76049 -1.71183 0.64049 0.0 0.0 0.0 -0.610
C -4.93976 -2.71060 0.17437 0.0 0.0 0.0 -0.879
C -3.73510 -2.36862 -0.43859 0.0 0.0 -0.1 -0.412
N -3.35860 -1.10699 -0.59140 0.1 0.0 0.0 0.084
C -4.15333 -0.11745 -0.13115 0.0 0.0 0.0 0.178
C -3.66084 1.23641 -0.32806 0.0 0.1 0.0 0.981
O -2.53573 1.41361 -0.90271 0.1 -0.1 0.1 -0.659
H -6.27836 2.89978 1.07732 0.0 0.0 0.0 0.393
H -6.70016 -1.95880 1.11729 0.0 0.0 0.0 0.283
H -5.21316 -3.75183 0.27090 0.0 0.0 0.0 0.451
H -3.07059 -3.13364 -0.82110 0.0 0.0 0.0 0.530
S -4.16454 0.87658 -5.31007 0.0 0.0 0.0 -0.116
C -3.33505 1.00332 -3.84341 0.0 0.1 0.0 -0.231
N -2.77010 -0.09610 -3.40710 0.1 0.0 0.0 -0.008
C -2.97699 -1.15633 -4.29261 0.0 0.0 0.0 0.319
C -2.50513 -2.46323 -4.15171 0.0 -0.1 0.0 -0.337
C -2.81791 -3.37963 -5.13232 0.0 0.0 0.0 -0.919
C -3.59453 -3.01724 -6.24297 0.0 0.0 0.0 -0.548
C -4.06443 -1.73027 -6.39513 0.0 0.0 0.0 -0.543
C -3.74280 -0.80308 -5.40453 0.0 0.1 0.0 0.633
H -3.27455 1.94257 -3.30671 0.0 -0.1 0.0 0.423
H -1.88176 -2.76038 -3.31361 0.0 0.0 0.0 0.302
H -2.45384 -4.39553 -5.05276 0.0 0.0 0.0 0.418
H -3.81938 -3.76053 -6.99583 0.0 0.0 0.0 0.422
H -4.65595 -1.44808 -7.25595 0.0 0.0 0.0 0.436
```
Positions in Å, forces in eV/Å.

Kohn-Sham gap (spin up / spin down) ... 6.74 / 4.42 eV
Net charge ... +3
HOMO level (spin up / spin down) ... -16.0 / -15.2 eV
E_LUMO (spin up / spin down) ... -0.339 / -0.395 Ha


Formula: C6H5N2O5SSm
Source: the OMol25 dataset
Level of theory: ωB97M-V/def2-TZVPD

```
20
Properties=species:S:1:pos:R:3:forces:R:3:mulliken_charge:R:1
O -0.88355 -3.25924 -0.43971 -0.4 4.2 0.8 -0.112
C -0.96120 -2.12916 -0.23325 -0.1 -4.6 -0.7 0.346
Sm -0.69662 0.49663 0.18966 -2.0 0.7 0.5 1.026
O 2.32142 -1.42740 1.22858 -3.9 2.2 -0.3 -0.118
C 1.32321 -0.86185 1.10460 4.6 -2.9 1.0 0.242
C 1.56208 1.59388 0.03664 5.7 3.1 -0.8 0.340
O 2.61708 2.05789 -0.07473 -4.7 -2.1 0.6 -0.100
C -2.21946 1.06514 -1.53182 0.4 -1.1 0.4 -0.227
O -1.44302 2.01536 -1.34437 -0.8 -0.2 -0.4 -0.382
C 0.84928 -0.64760 -1.51577 3.9 -2.9 -3.0 0.348
O 1.64926 -1.29385 -2.03960 -3.3 2.6 1.9 -0.116
H -3.06344 0.99366 -2.24876 0.5 0.9 0.0 0.338
N -0.18392 -1.00474 4.13558 -0.6 0.3 -0.3 -0.365
C -0.38794 0.29193 3.84535 1.1 -0.2 0.9 0.594
N 0.41761 1.18696 4.44306 -0.8 -0.3 -0.4 -0.376
S -1.63153 0.79270 2.76634 0.1 0.0 -0.1 -0.417
H 0.35508 -1.27399 4.95174 0.0 0.0 -0.2 0.237
H -0.84393 -1.68596 3.76458 0.2 0.3 0.3 0.257
H 0.21402 2.17074 4.31417 0.1 -0.2 0.1 0.262
H 1.00248 0.92162 5.22911 -0.1 0.1 -0.2 0.225
```
Positions in Å, forces in eV/Å.

Kohn-Sham gap (spin up / spin down) ... 6.71 / 6.98 eV
Net charge ... +2
Spin multiplicity ... 6
HOMO level (spin up / spin down) ... -15.8 / -16.0 eV
E_LUMO (spin up / spin down) ... -0.335 / -0.331 Ha